Molecular formula: C10H26Nb
Method: DFT, the ωB97M-V functional and the def2-TZVPD basis

Positions of all 37 atoms, in Å:
C: 3.177 0.093 0.328
C: 2.635 1.649 0.059
C: 1.109 1.825 0.581
Nb: -0.584 1.267 -0.849
C: 0.723 1.551 -2.743
C: -2.051 1.084 0.943
C: -3.349 0.133 0.644
C: -0.093 -0.921 -0.941
C: 0.035 -1.884 0.285
C: -1.020 -3.172 0.049
C: -0.121 -1.495 1.830
H: 4.357 0.160 0.340
H: 2.797 -0.177 1.421
H: 2.756 -0.676 -0.443
H: 3.300 2.297 0.814
H: 2.889 2.060 -0.999
H: 1.013 1.305 1.626
H: 1.005 2.993 0.814
H: -1.971 0.988 -1.980
H: -0.970 3.027 -0.940
H: 0.210 0.871 -3.579
H: 0.673 2.649 -3.170
H: 1.805 1.124 -2.616
H: -1.505 0.885 1.958
H: -2.499 2.187 1.051
H: -4.032 0.197 1.618
H: -3.117 -0.954 0.296
H: -3.964 0.698 -0.211
H: -0.878 -1.405 -1.709
H: 0.923 -0.988 -1.575
H: 1.088 -2.452 0.211
H: -2.131 -2.887 0.284
H: -0.768 -4.064 0.800
H: -0.961 -3.492 -1.080
H: -1.249 -1.272 2.160
H: 0.632 -0.709 2.281
H: 0.139 -2.494 2.443

Output
HOMO = -4.300 eV
charge = -1
ΔE to the lowest compared entry with this formula, charge and spin = 3.183 eV
HOMO-LUMO gap = 0.27225 Eh


Molecular formula: C23H16ClF3N2O2S
Method: DFT, the ωB97M-V functional and the def2-TZVPD basis

Positions of all 48 atoms, in Å:
O: 4.435 4.327 -2.846
O: 3.902 1.831 -3.007
F: 5.081 3.342 -5.734
F: 3.041 1.966 -5.839
F: 3.065 4.194 -5.920
Cl: -1.627 -2.804 8.977
N: -1.544 -1.951 3.261
C: -1.095 -2.460 0.899
C: -1.061 -1.176 0.336
C: -1.163 -2.923 2.352
C: -1.921 -1.333 6.751
C: -0.715 -4.166 2.793
C: -1.770 -1.318 -3.282
C: 0.899 2.455 -1.360
C: -1.898 -1.538 -1.928
C: -1.534 -2.590 7.236
C: 1.017 2.604 -2.628
C: -2.001 -1.153 5.430
C: -0.674 -4.435 4.122
C: -1.175 -3.599 6.395
C: -1.098 -0.239 -3.759
C: 0.351 1.613 -3.427
C: 0.154 1.427 -0.720
C: -1.214 -0.693 -1.021
C: -1.584 -2.161 4.559
C: -1.130 -3.417 5.035
C: -0.415 0.597 -2.923
C: -0.537 0.445 -1.518
N: 1.824 3.554 -3.214
C: 1.392 5.005 -3.092
C: 3.743 3.121 -5.387
S: 3.612 3.202 -3.493
H: -0.997 -3.249 0.187
H: -0.960 -0.434 1.082
H: -2.410 -0.661 7.469
H: -0.415 -4.966 2.119
H: -2.211 -2.156 -3.887
H: 1.354 3.163 -0.627
H: -2.515 -2.517 -1.629
H: -2.299 -0.171 5.097
H: -0.529 -5.473 4.560
H: -0.966 -4.534 6.931
H: -0.938 -0.053 -4.803
H: 0.639 1.659 -4.540
H: 0.056 1.544 0.345
H: 1.915 5.530 -2.343
H: 0.309 5.170 -2.893
H: 1.604 5.423 -4.115

Output
HOMO = -7.770 eV
charge = 0
HOMO-LUMO gap = 0.25552 Eh


Molecular formula: CHClFO2S2
Method: DFT, the ωB97M-V functional and the def2-TZVPD basis

Positions of all 8 atoms, in Å:
C: -0.706 -0.369 -0.307
O: 0.872 -0.173 1.696
O: 1.762 -0.405 -0.692
F: -0.907 -0.450 -1.635
S: 0.677 2.202 -0.016
S: 0.899 0.252 0.305
Cl: -1.040 -1.907 0.352
H: -1.557 0.849 0.295

Output
HOMO = -4.457 eV
charge = -1
ΔE to the lowest compared entry with this formula, charge and spin = 2.007 eV
HOMO-LUMO gap = 0.29280 Eh


Molecular formula: C4H3N4O2
Method: DFT, the ωB97M-V functional and the def2-TZVPD basis

Positions of all 13 atoms, in Å:
C: 0.679 1.208 -0.432
C: -0.567 0.661 -0.428
C: -0.414 -1.705 -0.088
C: 2.905 0.506 0.377
N: 1.697 0.570 0.196
N: -2.805 0.203 -0.346
N: -1.766 0.749 -0.418
N: -0.690 -1.749 1.091
O: -0.129 -1.623 -1.240
O: 3.990 0.314 0.732
H: 0.978 2.082 -1.053
H: -3.705 0.685 -0.341
H: -0.172 -1.902 1.950

Output
HOMO (alpha / beta) = -13.069 / -15.265 eV
charge = +1
expectation value of S² = 2.026
spin multiplicity = 3
HOMO-LUMO gap (alpha / beta) = 0.29350 / 0.25204 Eh


Number 1: largest force on an atom 3.2 eV/Å. Number 2: largest force on an atom 8.8 eV/Å. Number 3: largest force on an atom 5.2 eV/Å. Number 4: largest force on an atom 6.7 eV/Å.